<one>
Computed, not measured: an isolated molecule of C3H3ClN2, with the ωB97M-V functional and the def2-TZVPD basis.

The geometry in ORCA input format:
```
! RIJCOSX wB97M-V def2-TZVPD def2/J DEFGRID3
* xyz 0 1
C -0.373 1.118 -0.693
C 0.559 0.801 0.163
C 0.245 -0.475 0.714
N 0.323 -1.272 1.719
N -0.653 -1.484 0.760
Cl -0.066 -2.711 -0.805
H -0.269 2.160 -1.117
H -1.119 0.483 -1.162
H 1.353 1.380 0.420
*
```

Computed properties:
frontier orbital gap (alpha / beta)	8.90 / 8.90	eV

=====

<two>
Computed, not measured: an isolated molecule of C3H3ClN2, with the ωB97M-V functional and the def2-TZVPD basis.

The geometry in ORCA input format:
```
! RIJCOSX wB97M-V def2-TZVPD def2/J DEFGRID3
* xyz 0 1
N -1.977 -1.784 -0.976
C -1.438 -0.945 -0.375
C -0.895 0.109 0.428
Cl -2.230 1.030 1.050
C 0.420 0.610 0.155
N 1.540 0.024 -0.318
H 0.685 1.504 0.535
H 2.294 0.357 0.322
H 1.601 -0.904 -0.821
*
```

Computed properties:
frontier orbital gap	9.10	eV

=====

We find <two> to be the most stable, with the next structure 73.1 kcal/mol higher.

=====

<one>
Computed, not measured: an isolated molecule of C3H3ClN2, with the ωB97M-V functional and the def2-TZVPD basis.

The geometry in ORCA input format:
```
! RIJCOSX wB97M-V def2-TZVPD def2/J DEFGRID3
* xyz 0 1
C 0.983 0.290 -0.440
C 0.180 -0.389 -1.295
C -0.660 0.054 1.058
N 0.612 0.524 0.748
N -1.433 -0.529 0.046
Cl 0.376 -0.978 -2.826
H 2.007 0.774 -0.689
H -0.850 -0.753 1.742
H -1.215 1.007 1.654
*
```

Computed properties:
frontier orbital gap (alpha / beta)	8.77 / 8.53	eV

=====

<two>
Computed, not measured: an isolated molecule of C3H3ClN2, with the ωB97M-V functional and the def2-TZVPD basis.

The geometry in ORCA input format:
```
! RIJCOSX wB97M-V def2-TZVPD def2/J DEFGRID3
* xyz 0 1
C -0.902 0.574 -0.172
C -0.712 -0.212 1.031
C 1.246 0.302 -1.131
N 0.052 0.535 -1.031
N 0.357 -0.797 1.362
Cl 2.127 -0.671 -2.143
H -1.748 1.218 -0.323
H -1.550 -0.263 1.713
H 1.130 -0.686 0.695
*
```

Computed properties:
frontier orbital gap (alpha / beta)	7.81 / 7.81	eV

=====

We find <two> to be the most stable, with the next structure 72.3 kcal/mol higher.

=====

<one>
Computed, not measured: an isolated molecule of C2H5N3O3, with the ωB97M-V functional and the def2-TZVPD basis.

The geometry in ORCA input format:
```
! RIJCOSX wB97M-V def2-TZVPD def2/J DEFGRID3
* xyz 0 1
C -0.750 1.105 0.824
N -0.431 -0.103 0.174
N 0.617 -0.215 -0.506
O 1.537 0.612 -0.747
C 0.813 -1.572 -1.092
N -0.244 -1.413 -2.564
O -1.243 -0.818 -2.377
O 0.255 -1.982 -3.453
H 0.179 1.382 1.314
H -1.653 0.907 1.398
H -1.266 1.829 0.035
H 0.235 -2.442 -0.611
H 1.861 -1.531 -1.419
*
```

Computed properties:
frontier orbital gap	10.11	eV

=====

<two>
Computed, not measured: an isolated molecule of C2H5N3O3, with the ωB97M-V functional and the def2-TZVPD basis.

The geometry in ORCA input format:
```
! RIJCOSX wB97M-V def2-TZVPD def2/J DEFGRID3
* xyz 0 1
C 1.347 -1.714 -0.097
O -0.028 -1.420 -0.237
C -0.405 -0.158 -0.132
N -1.521 0.127 -0.773
N 0.356 0.803 0.338
N -0.107 2.012 0.796
O -1.308 2.165 0.766
O 0.676 2.810 1.246
H 1.696 -0.825 0.585
H 1.485 -2.741 0.300
H 1.837 -1.613 -0.986
H -1.906 1.013 -0.524
H -2.122 -0.459 -1.282
*
```

Computed properties:
frontier orbital gap	10.52	eV

=====

We find <two> to be the most stable, with the next structure 70.3 kcal/mol higher.

=====

<one>
Computed, not measured: a cluster of 2 separate species, C6H10NO in total, with the ωB97M-V functional and the def2-TZVPD basis.

The geometry in ORCA input format:
```
! RIJCOSX wB97M-V def2-TZVPD def2/J DEFGRID3
* xyz 1 1
C 1.101 2.784 1.502
C 0.574 1.579 1.631
C -0.009 0.588 2.269
C 0.848 2.214 0.215
C -0.405 -2.307 -0.127
C -0.461 -0.676 -1.936
N -0.882 -1.131 -0.636
O -0.419 -0.339 2.834
H 1.399 3.624 2.058
H -0.077 2.555 -0.329
H 1.666 1.723 -0.346
H -1.135 -2.968 0.180
H 0.197 -3.020 -0.761
H 0.241 -2.121 0.804
H 0.029 -1.455 -2.508
H -1.133 -0.195 -2.533
H 0.309 0.145 -1.803
H -1.842 -1.000 -0.513
*
```

Computed properties:
frontier orbital gap	4.97	eV

=====

<two>
Computed, not measured: the ion C6H10NO with charge +1, with the ωB97M-V functional and the def2-TZVPD basis.

The geometry in ORCA input format:
```
! RIJCOSX wB97M-V def2-TZVPD def2/J DEFGRID3
* xyz 1 1
C 3.091 1.131 0.742
C 2.246 0.647 0.006
C -1.430 -0.230 0.523
C -0.267 -1.156 0.360
C 1.187 0.434 -0.922
C -1.112 1.288 0.271
N 0.536 -0.888 -0.892
O -1.743 1.764 -0.746
H 3.745 1.389 1.558
H -2.315 -0.485 -0.198
H -1.825 -0.323 1.644
H 0.237 -1.147 1.278
H -0.665 -2.251 0.112
H 1.186 1.021 -1.857
H -0.762 1.919 1.076
H 1.128 -1.796 -1.171
H -0.246 -0.837 -1.734
H -1.719 2.775 -0.790
*
```

Computed properties:
frontier orbital gap (alpha / beta)	8.20 / 6.49	eV

=====

We find <one> to be the most stable, with the next structure 5.4 kcal/mol higher.

=====

<one>
Computed, not measured: an isolated molecule of C6H12O2, with the ωB97M-V functional and the def2-TZVPD basis.

The geometry in ORCA input format:
```
! RIJCOSX wB97M-V def2-TZVPD def2/J DEFGRID3
* xyz 0 1
C -1.051 1.692 0.449
C 0.168 0.775 0.537
C 1.438 1.552 0.930
C 0.373 -0.069 -0.753
C 0.532 -1.555 -0.486
C -0.714 -2.386 -0.459
O -0.907 -3.349 0.231
O -1.625 -1.948 -1.356
H -1.591 1.801 1.395
H -0.804 2.701 0.111
H -1.817 1.290 -0.225
H -0.007 0.084 1.354
H 1.388 2.586 0.603
H 2.304 1.105 0.445
H 1.622 1.534 1.998
H -0.451 0.127 -1.434
H 1.254 0.293 -1.283
H 1.225 -2.004 -1.214
H 1.073 -1.712 0.447
H -2.410 -2.518 -1.291
*
```

Computed properties:
frontier orbital gap	11.21	eV

=====

<two>
Computed, not measured: a structure of composition C6H12O2, with the ωB97M-V functional and the def2-TZVPD basis.

The geometry in ORCA input format:
```
! RIJCOSX wB97M-V def2-TZVPD def2/J DEFGRID3
* xyz 0 1
C 0.785 -1.127 0.077
C -0.108 -2.113 -0.041
C -1.503 0.126 -1.541
C 1.538 1.189 0.705
C -0.518 0.851 -0.679
C 0.526 0.317 -0.014
O 2.068 -1.509 0.388
O -0.797 2.186 -0.690
H 2.682 -0.785 0.213
H -0.163 2.687 -0.157
H -2.129 -0.368 2.473
H 0.227 -3.128 0.069
H -1.587 -0.505 1.932
H -1.158 -1.950 -0.155
H -1.862 0.825 -2.294
H -2.361 -0.205 -0.960
H -1.044 -0.733 -2.021
H 1.897 0.687 1.603
H 2.394 1.418 0.059
H 1.112 2.138 1.032
*
```

Computed properties:
frontier orbital gap	8.55	eV

=====

<three>
Computed, not measured: a cluster of 2 separate species, C6H12O2 in total, with the ωB97M-V functional and the def2-TZVPD basis.

The geometry in ORCA input format:
```
! RIJCOSX wB97M-V def2-TZVPD def2/J DEFGRID3
* xyz 0 1
C 1.416 0.412 1.808
C 0.186 0.618 1.346
C 0.007 1.810 0.548
C -0.953 -0.387 1.431
C -1.308 -1.006 0.004
C -0.002 -1.619 -0.459
O 0.574 -1.365 -1.467
H 2.316 0.956 1.634
H 1.689 -0.454 2.443
H 1.016 1.966 -0.011
H -0.369 2.657 1.180
H -0.746 1.743 -0.289
H -0.812 -1.061 2.273
H -1.834 0.231 1.845
H -1.479 -0.002 -0.478
H -2.277 -1.564 0.142
H 0.537 -2.232 0.281
O 0.103 1.036 -2.480
H -0.003 1.135 -3.393
H 0.469 0.286 -2.112
*
```

Computed properties:
frontier orbital gap	10.22	eV

=====

<four>
Computed, not measured: an isolated molecule of C6H12O2, with the ωB97M-V functional and the def2-TZVPD basis.

The geometry in ORCA input format:
```
! RIJCOSX wB97M-V def2-TZVPD def2/J DEFGRID3
* xyz 0 1
C 1.762 0.432 -0.128
C 0.411 0.327 -0.811
C -0.114 1.689 -1.239
C -0.712 -0.483 0.369
C -1.072 0.462 1.477
O -0.104 -1.651 0.879
C -0.445 -2.803 0.300
O -0.003 -3.309 -0.690
H 1.729 1.122 0.715
H 2.509 0.822 -0.821
H 2.100 -0.532 0.248
H 0.502 -0.340 -1.676
H -0.129 2.381 -0.397
H 0.540 2.117 -2.002
H -1.123 1.612 -1.643
H -1.126 -0.501 -0.686
H -0.179 0.801 2.003
H -1.722 -0.070 2.170
H -1.613 1.320 1.087
H -1.210 -3.394 0.844
*
```

Computed properties:
frontier orbital gap	9.95	eV

=====

We find <one> to be the most stable, with the next structure 53.5 kcal/mol higher.